## A
{"formula": "C10H21N3O4", "method": "ωB97M-V/def2-TZVPD", "e_homo_ev": -8.718, "smiles": "C[C@@H](O)[C@H](NC(=O)[C@@H](N)CCCCN)C(=O)O", "charge": 0, "symbols": ["C", "C", "C", "C", "C", "C", "C", "C", "C", "C", "H", "H", "H", "H", "H", "H", "H", "H", "H", "H", "H", "H", "H", "H", "H", "H", "H", "H", "H", "H", "H", "N", "N", "N", "O", "O", "O", "O"], "positions_angstrom": [[1.03, 2.32, 0.06], [0.07, 1.15, 0.43], [2.17, 1.75, -0.92], [2.53, 0.19, -1.07], [3.57, -0.14, -0.04], [3.94, -1.59, -0.25], [-1.92, -0.15, 0.15], [-1.48, -1.58, 0.19], [-3.30, 0.03, -0.55], [-4.62, -0.48, 0.24], [1.44, 2.04, 2.16], [0.81, 3.57, 1.76], [0.56, 3.18, -0.48], [1.98, 2.15, -1.97], [3.34, 2.12, -0.46], [1.65, -0.39, -1.14], [3.03, 0.14, -2.03], [3.21, -0.06, 1.09], [4.65, 0.35, -0.15], [4.99, -1.97, 0.14], [4.06, -1.94, -1.28], [2.41, -1.99, 1.06], [2.11, -2.85, -0.37], [-1.35, 1.57, -0.98], [-2.03, 0.28, 1.15], [-3.49, -0.42, -1.56], [-4.38, 1.53, -1.36], [-4.96, 0.23, 1.00], [-4.81, -1.51, 0.55], [-5.45, -0.33, -0.48], [-0.18, -1.19, -1.21], [1.57, 2.91, 1.35], [2.83, -2.61, 0.34], [-0.97, 0.74, -0.48], [0.46, 0.23, 1.24], [-2.18, -2.39, 0.83], [-3.54, 1.45, -0.76], [-0.18, -1.89, -0.50]]}

## B
{"formula": "C10H21N3O4", "method": "ωB97M-V/def2-TZVPD", "e_homo_ev": -9.492, "smiles": "C[C@@H](O)[C@H](NC(=O)[C@@H](N)CCCCN)C(=O)O", "charge": 0, "symbols": ["C", "C", "C", "C", "C", "C", "C", "C", "C", "C", "H", "H", "H", "H", "H", "H", "H", "H", "H", "H", "H", "H", "H", "H", "H", "H", "H", "H", "H", "H", "H", "N", "N", "N", "O", "O", "O", "O"], "positions_angstrom": [[-0.02, 0.34, 0.25], [-0.45, -0.68, -0.81], [1.43, 0.75, -0.27], [2.36, -0.21, 0.24], [3.80, 0.18, -0.03], [4.90, -0.97, 0.08], [-2.80, -0.31, 0.06], [-3.77, -1.45, 0.36], [-3.61, 0.95, -0.42], [-4.59, 1.52, 0.61], [1.05, -0.91, 1.67], [0.28, 0.46, 2.26], [-0.76, 1.09, 0.13], [1.73, 1.93, -0.04], [1.39, 0.65, -1.46], [2.25, -0.54, 1.24], [2.14, -1.13, -0.50], [3.82, 0.63, -1.05], [4.22, 1.03, 0.66], [4.77, -1.59, -0.99], [4.76, -1.70, 1.05], [6.52, 0.29, -0.79], [6.34, 0.46, 0.87], [-2.04, -1.76, -1.45], [-2.28, -0.07, 1.03], [-4.18, 0.52, -1.38], [-2.49, 2.07, -1.82], [-4.05, 1.39, 1.72], [-5.51, 0.92, 0.71], [-4.73, 2.64, 0.33], [-4.22, -1.77, -1.56], [0.06, -0.34, 1.60], [6.37, -0.36, 0.14], [-1.86, -0.81, -1.01], [0.33, -1.24, -1.53], [-4.07, -1.85, 1.43], [-2.71, 2.02, -0.67], [-4.36, -2.14, -0.69]]}

Q: Which of them is the most stable? A: A.

## A
{"formula": "C13H19N", "method": "ωB97M-V/def2-TZVPD", "e_homo_ev": -7.723, "smiles": "Cc1c[nH]c2ccccc12.CC(C)C", "charge": 0, "symbols": ["C", "C", "C", "C", "C", "C", "C", "C", "C", "N", "H", "H", "H", "H", "H", "H", "H", "H", "H", "C", "C", "C", "C", "H", "H", "H", "H", "H", "H", "H", "H", "H", "H"], "positions_angstrom": [[1.28, 2.10, 0.61], [2.64, -1.41, 0.07], [1.55, -0.50, 0.10], [2.02, 0.79, 0.53], [3.38, 0.58, 0.72], [2.46, -2.77, -0.02], [1.23, -3.21, -0.47], [0.16, -2.30, -0.67], [0.32, -0.94, -0.39], [3.79, -0.64, 0.26], [3.33, -3.40, 0.08], [0.85, -4.22, -0.52], [4.68, -1.12, 0.29], [-0.83, -2.67, -0.87], [4.03, 1.43, 0.90], [-0.50, -0.26, -0.53], [1.50, 2.49, 1.60], [0.23, 1.88, 0.48], [1.56, 2.77, -0.21], [-3.72, 1.66, 0.12], [-2.80, 1.42, -1.11], [-4.53, 2.93, -0.08], [-4.39, 0.33, 0.47], [-3.03, 1.87, 0.94], [-2.51, 2.38, -1.54], [-5.09, 2.98, -1.03], [-5.34, 3.05, 0.63], [-3.90, 3.81, -0.14], [-3.68, -0.49, 0.46], [-4.82, 0.50, 1.47], [-5.18, -0.03, -0.20], [-3.28, 0.89, -1.94], [-1.93, 0.83, -0.85]]}

## B
{"formula": "C13H19N", "method": "ωB97M-V/def2-TZVPD", "e_homo_ev": -7.837, "smiles": "Cc1c[nH]c2ccccc12.CC(C)C", "charge": 0, "symbols": ["C", "C", "C", "C", "H", "H", "H", "H", "H", "H", "H", "H", "H", "H", "C", "C", "C", "C", "C", "C", "C", "C", "C", "N", "H", "H", "H", "H", "H", "H", "H", "H", "H"], "positions_angstrom": [[-2.80, 0.88, -0.31], [-2.84, 2.37, -0.62], [-2.14, 0.73, 1.10], [-4.05, 0.13, -0.58], [-1.99, 0.55, -0.99], [-3.43, 2.90, 0.14], [-2.60, 1.29, 1.91], [-1.99, -0.32, 1.34], [-1.15, 1.16, 0.98], [-4.80, 0.13, 0.21], [-4.51, 0.57, -1.47], [-3.85, -0.90, -0.87], [-3.36, 2.56, -1.56], [-1.85, 2.82, -0.59], [2.55, 1.26, 1.78], [2.20, -1.05, -1.13], [2.05, -0.76, 0.24], [2.41, 0.62, 0.47], [2.82, 1.06, -0.76], [1.94, -2.36, -1.54], [1.59, -3.36, -0.68], [1.53, -3.05, 0.69], [1.63, -1.75, 1.15], [2.62, 0.12, -1.74], [2.15, -2.55, -2.60], [1.39, -4.32, -1.12], [2.65, 0.36, -2.72], [1.44, -3.92, 1.34], [3.20, 2.06, -0.93], [1.47, -1.57, 2.20], [2.50, 2.35, 1.77], [3.45, 1.12, 2.39], [1.79, 0.87, 2.47]]}

Q: Which of them is the most stable? A: B.

## A
{"formula": "C7H10N2O2", "method": "ωB97M-V/def2-TZVPD", "e_homo_ev": -9.171, "smiles": "C[N@H+]1CCC[C@@]1(C#N)C(=O)[O-]", "charge": 0, "symbols": ["C", "C", "C", "C", "C", "C", "C", "N", "N", "O", "O", "H", "H", "H", "H", "H", "H", "H", "H", "H", "H"], "positions_angstrom": [[2.56, -1.08, 0.09], [2.01, 1.02, -0.93], [-0.95, -0.81, -1.31], [0.51, -1.06, -1.60], [-0.96, 0.18, -0.23], [1.29, -0.42, -0.48], [0.62, 1.00, 1.54], [3.54, -1.55, 0.47], [0.27, -0.09, 0.55], [2.71, 1.39, -0.02], [1.61, 1.46, -1.93], [-1.52, -0.62, -2.27], [-1.35, -1.76, -1.04], [0.69, -2.09, -1.94], [0.75, -0.53, -2.58], [-0.85, 1.12, -0.73], [-1.74, 0.21, 0.52], [0.42, 0.61, 2.56], [1.80, 1.05, 1.27], [0.21, 2.01, 1.32], [0.07, -0.96, 1.00]]}

## B
{"formula": "C7H10N2O2", "method": "ωB97M-V/def2-TZVPD", "e_homo_ev": -7.500, "smiles": "C=NN/C(O)=C(/C)C(C)=C=O", "charge": 0, "symbols": ["C", "C", "C", "C", "C", "C", "C", "N", "N", "O", "O", "H", "H", "H", "H", "H", "H", "H", "H", "H", "H"], "positions_angstrom": [[1.40, 0.62, -0.09], [0.61, -0.48, -0.65], [2.63, 0.37, 0.33], [-0.64, -0.80, -0.22], [-3.02, 0.00, 2.16], [1.16, 2.06, -0.37], [1.30, -1.24, -1.77], [-2.40, -0.60, 1.24], [-1.21, -0.21, 0.87], [3.60, 0.11, 0.94], [-1.35, -1.83, -0.70], [-3.98, -0.41, 2.33], [-2.66, 0.78, 2.72], [0.16, 2.26, 0.15], [1.87, 2.78, 0.04], [1.01, 2.24, -1.34], [0.76, -1.96, -2.34], [1.87, -0.56, -2.58], [2.16, -1.97, -1.39], [-0.99, 0.72, 1.17], [-2.29, -1.87, -0.50]]}

## C
{"formula": "C7H10N2O2", "method": "ωB97M-V/def2-TZVPD", "e_homo_ev": -9.006, "smiles": "O=C1C[C@H]2OCCCC2=NN1", "charge": 0, "symbols": ["C", "C", "C", "C", "C", "C", "C", "H", "H", "H", "H", "H", "H", "H", "H", "H", "H", "N", "N", "O", "O"], "positions_angstrom": [[2.28, -0.24, -0.01], [1.14, -1.27, 0.29], [-0.10, -0.66, -0.30], [-2.50, -0.96, -0.21], [-2.81, 0.49, 0.30], [-1.70, 1.45, -0.15], [-0.40, 0.76, 0.05], [1.02, -1.60, 1.35], [1.47, -2.21, -0.38], [-0.14, -0.42, -1.34], [-3.25, -1.65, 0.36], [-2.61, -1.20, -1.26], [-3.75, 0.76, -0.11], [-2.85, 0.39, 1.42], [-1.72, 2.17, 0.63], [-1.88, 1.89, -1.07], [2.69, 1.78, 0.08], [0.63, 1.51, 0.06], [1.91, 1.11, -0.02], [3.50, -0.44, -0.05], [-1.28, -1.53, 0.07]]}

Q: Which of them is the most stable? A: C.

## A
{"formula": "C5H9NO6", "method": "ωB97M-V/def2-TZVPD", "e_homo_ev": -9.794, "smiles": "C[C@@](C=O)(OON=O)[C@H](O)CO", "charge": 0, "symbols": ["H", "O", "C", "C", "C", "C", "C", "O", "O", "O", "N", "O", "O", "H", "H", "H", "H", "H", "H", "H", "H"], "positions_angstrom": [[-0.22, -3.13, -1.52], [-0.05, -2.66, -0.68], [-1.11, -1.81, -0.38], [-0.69, -0.85, 0.73], [-0.12, 0.54, 0.27], [0.16, 1.50, 1.41], [-0.84, 1.23, -0.90], [-1.80, 0.85, -1.58], [1.08, 0.13, -0.36], [1.81, 1.32, -0.80], [2.75, 0.86, -1.68], [3.07, 1.73, -2.46], [0.26, -1.56, 1.48], [0.28, -1.23, 2.39], [-1.45, -1.25, -1.26], [-1.93, -2.43, 0.01], [-1.58, -0.68, 1.38], [-0.74, 1.59, 2.04], [1.02, 1.19, 2.02], [0.36, 2.49, 1.00], [-0.30, 2.17, -1.13]]}

## B
{"formula": "C5H9NO6", "method": "ωB97M-V/def2-TZVPD", "e_homo_ev": -9.745, "smiles": "O=C(O)C(O)(O)[C@H](O)C/C=N/O", "charge": 0, "symbols": ["C", "C", "C", "C", "C", "N", "O", "O", "O", "O", "O", "O", "H", "H", "H", "H", "H", "H", "H", "H", "H"], "positions_angstrom": [[0.36, 1.85, -0.23], [-0.93, 1.27, -0.40], [-0.91, -0.26, -0.69], [-0.35, -1.15, 0.51], [1.19, -1.03, 0.73], [1.16, 1.44, 0.67], [2.38, 2.06, 0.78], [-0.47, -0.75, -1.89], [-0.93, -0.93, 1.72], [-0.53, -2.51, 0.06], [1.89, -1.07, -0.43], [1.68, -1.00, 1.84], [0.83, 2.50, -0.98], [-1.73, 1.42, 0.34], [-1.29, 1.70, -1.30], [-1.94, -0.59, -0.57], [0.32, -0.38, -2.12], [-0.80, -1.67, 2.32], [-0.22, -2.47, -0.84], [2.86, -0.78, -0.42], [2.87, 1.52, 1.41]]}

Q: Which of them is the most stable? A: B.